No. 1
This record from the OMol25 dataset describes 3 unconnected molecules or ions with the total composition CH10NO2 in a non-equilibrium geometry. The level of theory is ωB97M-V with the def2-TZVPD basis set.

The frontier orbital gap comes out at 12.11 eV. The energy comes out at -249.06287 Eh. The calculation puts the HOMO energy at -15.552 eV. The total charge is +1. The molar mass is 68.096 g/mol.

Element x y z (Å)
C: -0.29575 1.77034 -0.00644
N: 1.02248 1.10537 0.11120
H: -1.07389 1.01269 -0.03913
H: -0.68290 2.37127 0.84829
H: -0.55565 2.35912 -0.88840
H: 1.41690 1.17102 -0.83412
H: 0.89899 0.08899 0.27452
H: 1.57530 1.47154 0.87706
H: -1.48483 -0.86261 1.99952
H: -1.58351 -1.04934 0.58512
O: -0.95269 -0.66543 1.21278
H: 0.67149 -2.80892 -1.34551
H: -0.51066 -1.85037 -1.16420
O: 0.44404 -1.87290 -1.34462

Mulliken population analysis, charges in e, atoms 1 to 4: -0.679 -0.234 0.221 0.326

=====

No. 2
This record from the OMol25 dataset describes a molecular structure, C2H3BrFI in a non-equilibrium geometry. The level of theory is ωB97M-V with the def2-TZVPD basis set.

The frontier orbital gap comes out at 9.89 eV. The energy comes out at -3049.54036 Eh. The calculation puts the HOMO energy at -9.939 eV. The molar mass is 252.852 g/mol.

Element x y z (Å)
C: 0.84938 0.25087 0.22528
C: -0.70161 -0.16406 -0.22460
F: -0.69968 -0.40692 -1.56669
Br: -1.14174 -1.93417 0.42845
I: -1.99077 1.43681 0.30985
H: 1.06944 -0.41834 0.93224
H: 1.46562 0.02081 -0.64301
H: 1.14936 1.21499 0.53848

Mulliken population analysis, charges in e, atoms 1 to 4: -1.172 0.259 -0.198 -0.111

=====

No. 3
This record from the OMol25 dataset describes a gas-phase ion, C5H8N (charge +1) in a non-equilibrium geometry. The level of theory is ωB97M-V with the def2-TZVPD basis set.

The frontier orbital gap comes out at 10.68 eV. The energy comes out at -249.65384 Eh. The SMILES is C=[N+]1C=C1CC. The calculation puts the HOMO energy at -14.871 eV. The total charge is +1. The molar mass is 82.126 g/mol.

Element x y z (Å)
C: 2.47326 -0.83923 -0.02162
N: 1.62529 -0.03403 -0.30826
C: 1.03132 1.19326 -0.68672
C: 0.31016 0.24120 -0.06435
C: -0.86091 -0.26150 0.51664
C: -2.19115 0.30032 -0.09461
H: 3.51531 -0.95193 -0.33586
H: 2.07477 -1.73684 0.58254
H: 1.03460 2.14537 -1.14442
H: -0.76080 -1.37901 0.41625
H: -0.92916 -0.05279 1.65294
H: -2.17397 1.29092 0.16892
H: -3.05466 -0.11501 0.41638
H: -2.09407 0.19925 -1.09785

Mulliken population analysis, charges in e, atoms 1 to 4: -0.121 -0.050 -0.116 0.181

=====

No. 4
This record from the OMol25 dataset describes C14H16N2O2 in the gas phase in a non-equilibrium geometry. The level of theory is ωB97M-V with the def2-TZVPD basis set.

The frontier orbital gap comes out at 7.53 eV. The energy comes out at -802.86239 Eh. The SMILES is CC1=C[C@@H]2C(C#CC(C)(C)O)=CN(C)C(=O)C2=N1. The calculation puts the HOMO energy at -8.192 eV. The molar mass is 244.294 g/mol.

Element x y z (Å)
C: 3.18209 2.56952 -2.05056
C: 2.29315 2.36253 -0.93452
C: 1.82886 0.99676 -0.67677
C: 0.89402 1.18632 0.55541
C: -0.50534 0.62706 0.53831
C: -0.78220 -0.69255 -0.03863
C: -0.77358 -1.90751 -0.42679
C: -0.63307 -3.23825 -1.10791
C: -0.50197 -4.21271 -0.08280
C: -1.67704 -3.57336 -2.09670
O: 0.52031 -3.20171 -1.94237
C: -1.47803 1.18446 1.33475
N: -1.34442 2.37234 2.05375
C: -1.76400 2.42252 3.50179
C: -0.29477 3.18380 1.54837
O: -0.11905 4.29432 1.98298
C: 0.76860 2.67033 0.67076
N: 1.65059 3.26211 -0.18855
H: 2.72790 2.29916 -2.98035
H: 4.11090 2.12118 -2.00221
H: 3.32899 3.67976 -2.05996
H: 1.99137 -0.05511 -1.18404
H: 1.48340 0.73151 1.29522
H: 0.03902 -3.85714 0.83890
H: -1.48170 -4.59234 0.26358
H: 0.03318 -5.07920 -0.37771
H: -2.47656 -3.81747 -1.45553
H: -1.97152 -2.75888 -2.77902
H: -1.33300 -4.49266 -2.57088
H: 0.44406 -2.49819 -2.51686
H: -2.45270 0.62158 1.37766
H: -0.92163 2.44166 4.13612
H: -2.32714 3.34305 3.68146
H: -2.45874 1.60711 3.69312

Mulliken population analysis, charges in e, atoms 1 to 4: -1.232 0.620 -0.698 0.731

=====

No. 5
This record from the OMol25 dataset describes 2 unconnected molecules or ions with the total composition C7H17N2O2Si in a non-equilibrium geometry. The level of theory is ωB97M-V with the def2-TZVPD basis set.

The frontier orbital gap comes out at 9.21 eV. The energy comes out at -826.12108 Eh. The calculation puts the HOMO energy at -13.024 eV. The total charge is +1. The molar mass is 189.311 g/mol.

Element x y z (Å)
C: -0.37642 1.06398 0.71686
C: 2.04078 0.46422 0.39651
C: 4.49990 -0.07139 -1.58496
C: -2.18437 -2.16341 0.63156
C: -3.06214 -0.38365 -1.82448
C: -3.79489 0.79459 1.17833
C: 4.14417 -0.45284 -0.10227
N: 0.62820 0.32934 0.14738
N: -0.04590 2.05419 1.50191
O: 2.51872 1.44732 0.95375
O: 2.68029 -0.51821 -0.19085
Si: -2.84534 -0.41937 0.01536
H: 5.61134 -0.18299 -1.87232
H: 4.03363 -0.85554 -2.19165
H: 4.08083 0.95016 -1.51584
H: -1.74327 -2.21105 1.63794
H: -3.06490 -2.75082 0.82878
H: -1.64661 -2.66867 -0.11095
H: -2.23746 0.35131 -2.27082
H: -2.86173 -1.31286 -2.24945
H: -4.08862 -0.16208 -2.13358
H: -3.74902 0.64648 2.23979
H: -3.36975 1.73511 1.08978
H: -4.79317 0.92027 0.76349
H: 4.41263 0.22476 0.71189
H: 4.60798 -1.47435 0.18785
H: 0.36981 -0.52790 -0.31476
H: 0.93578 2.35079 1.73325
H: -0.70047 2.82260 1.62748

Mulliken population analysis, charges in e, atoms 1 to 4: -0.172 0.625 -0.869 -1.100

=====

No. 6
This record from the OMol25 dataset describes 2 unconnected molecules or ions with the total composition C23H45Cl2N3O3 in a non-equilibrium geometry. The level of theory is ωB97M-V with the def2-TZVPD basis set.

The frontier orbital gap comes out at 2.19 eV. The energy comes out at -2213.17091 Eh. The calculation puts the HOMO energy at -3.991 eV. The molar mass is 482.537 g/mol.

Element x y z (Å)
C: -4.74146 3.42264 6.02488
C: -5.78656 2.45481 5.19440
C: -5.03986 1.04049 4.82542
C: -5.01253 0.90382 3.16434
C: -4.21124 -0.48472 2.83459
C: -2.66035 -0.30519 2.33952
C: -1.84915 0.93293 3.12267
N: -0.39040 0.92532 2.73430
C: 0.54797 1.70249 3.61141
Cl: 2.08564 2.22372 2.64009
C: 0.02322 3.02076 4.37784
C: -0.64886 4.20679 3.47623
Cl: -0.98341 2.67866 5.94504
N: -0.08283 1.16641 1.42876
C: 0.37530 -0.00414 0.62498
C: 1.69949 0.25191 -0.36623
O: -0.15760 -1.22534 0.54753
C: -0.76792 2.25051 0.71075
C: -2.30013 2.26714 0.06510
O: -0.05486 3.38164 0.44068
H: -4.68160 3.15912 7.16844
H: -5.07393 4.55345 5.90383
H: -3.70387 3.33222 5.46697
H: -6.72881 2.18223 5.86381
H: -6.07595 2.96028 4.16954
H: -5.71636 0.12709 5.19038
H: -3.95210 0.93132 5.24187
H: -6.13784 0.76405 2.80472
H: -4.59924 1.86159 2.63175
H: -4.20417 -1.27525 3.70784
H: -4.79750 -1.00117 1.93252
H: -2.08831 -1.28963 2.70073
H: -2.51956 -0.27547 1.17563
H: -1.88840 0.59537 4.26748
H: -2.43159 1.91976 2.91485
H: -0.10577 -0.09428 2.89281
H: 0.98098 0.96286 4.44361
H: 1.00859 3.52914 4.83285
H: 0.20714 4.59591 2.74039
H: -1.55693 3.90247 2.81372
H: -0.91408 5.15446 4.14883
H: 2.45198 1.03350 0.07075
H: 1.24594 0.69243 -1.37902
H: 2.15835 -0.79451 -0.61926
H: -2.55258 1.21699 -0.44157
H: -2.35839 3.09919 -0.76073
H: -3.09162 2.53775 0.89574
C: 4.61078 -1.02650 -5.89657
C: 3.32171 -1.36379 -5.11538
C: 2.40925 -2.27268 -5.97997
C: 2.90604 -3.70170 -6.17082
C: 3.77317 -4.20857 -5.02512
C: 3.56126 -3.47753 -3.67467
N: 3.78968 -2.03751 -3.88955
O: 3.64755 -1.28367 -2.73392
C: 4.65034 -4.02084 -2.71021
C: 2.17790 -3.84865 -3.09346
C: 2.53548 -0.03441 -4.92536
H: 5.25628 -0.35320 -5.32329
H: 4.38288 -0.52954 -6.84761
H: 5.19685 -1.92047 -6.12848
H: 1.41016 -2.31628 -5.52894
H: 2.25341 -1.82237 -6.97176
H: 2.03808 -4.36062 -6.29858
H: 3.47555 -3.77478 -7.10477
H: 3.61479 -5.28883 -4.90913
H: 4.82358 -4.10450 -5.32657
H: 5.65466 -3.74413 -3.05348
H: 4.61399 -5.11598 -2.65280
H: 4.52621 -3.64028 -1.68941
H: 2.09637 -4.93540 -2.95977
H: 1.34665 -3.54285 -3.73558
H: 2.01485 -3.39688 -2.10917
H: 2.28322 0.41132 -5.89652
H: 3.11718 0.71720 -4.38085
H: 1.59328 -0.19803 -4.38901

Mulliken population analysis, charges in e, atoms 1 to 4: -0.568 -0.471 -0.382 -0.532